Entry 1:
{
  "formula": "C25H27BrF3N7O3PtS",
  "method": "ωB97M-V/def2-TZVPD",
  "symbols": ["Pt", "O", "C", "C", "C", "N", "C", "Br", "C", "H", "H", "H", "H", "N", "C", "C", "C", "C", "N", "C", "N", "N", "C", "O", "O", "H", "H", "H", "H", "H", "H", "H", "H", "H", "H", "H", "H", "H", "H", "F", "C", "F", "F", "C", "C", "C", "C", "C", "C", "C", "C", "H", "H", "H", "H", "C", "C", "C", "C", "N", "C", "S", "N", "H", "H", "H", "H", "H"],
  "positions_angstrom": [[-0.9669, 0.6452, -0.6079], [-7.0574, -0.7643, -1.9768], [-5.7752, -0.6174, -1.7129], [-4.9863, -1.5690, -1.0495], [-3.6642, -1.2862, -0.7896], [-3.0830, -0.1427, -1.1503], [-3.8165, 0.7411, -1.8266], [-2.9141, 2.3029, -2.3857], [-5.1467, 0.5692, -2.1234], [-7.4305, -1.6069, -1.6776], [-5.4019, -2.5129, -0.7350], [-3.0384, -1.9972, -0.2705], [-5.7102, 1.3169, -2.6589], [0.8148, 2.2594, -1.3963], [1.0661, 2.2761, -2.8089], [2.5301, 2.4743, -3.2288], [3.6042, 1.5726, -2.5998], [3.9129, 0.2754, -3.3626], [2.8153, -0.6735, -3.3573], [2.3533, -1.2982, -2.2886], [3.0470, -1.3157, -1.1450], [1.1916, -1.9548, -2.3516], [0.4313, 0.9576, -3.5210], [0.8630, 0.6948, -4.6217], [-0.4237, 0.3610, -2.8507], [0.3335, 3.0894, -1.0662], [1.6526, 2.0924, -0.8470], [0.4619, 3.0615, -3.2779], [2.7726, 3.5087, -2.9678], [2.5718, 2.3872, -4.3163], [3.3598, 1.3336, -1.5619], [4.5372, 2.1382, -2.5879], [4.8098, -0.1908, -2.9425], [4.1193, 0.5087, -4.4057], [2.2082, -0.6217, -4.1724], [4.0123, -1.0312, -1.1376], [2.7266, -1.8870, -0.3774], [0.5565, -1.7717, -3.1153], [0.7759, -2.2958, -1.4962], [4.7236, -6.0674, 2.5182], [3.6613, -5.8717, 3.3198], [4.1300, -5.5865, 4.5336], [3.0157, -7.0398, 3.3909], [2.7817, -4.7780, 2.7624], [2.5825, -3.5907, 3.4589], [1.8485, -2.5779, 2.8769], [1.2945, -2.7537, 1.6022], [1.4629, -3.9760, 0.9302], [2.2060, -4.9817, 1.5101], [0.5834, -1.6905, 0.9997], [0.0231, -0.7354, 0.4868], [3.0045, -3.4633, 4.4433], [1.6888, -1.6448, 3.3936], [1.0133, -4.1322, -0.0407], [2.3414, -5.9269, 1.0055], [-3.4339, 5.9734, 4.0316], [-2.8611, 4.6216, 3.8266], [-2.6120, 3.7323, 4.8851], [-2.0818, 2.4995, 4.5354], [-1.8058, 2.1755, 3.2910], [-2.0513, 3.0601, 2.3361], [-1.6436, 2.7779, 0.6908], [-2.5782, 4.2452, 2.5984], [-3.6056, 6.1728, 5.0817], [-4.3729, 6.0610, 3.4841], [-2.7550, 6.7218, 3.6225], [-2.8145, 3.9948, 5.9086], [-1.8579, 1.7520, 5.2858]],
  "e_above_lowest_kj_mol": 429.5,
  "lumo_energy_ha": [-0.338, -0.339],
  "multiplicity": 1,
  "orbital_gap_ev": [4.81, 4.77],
  "total_charge": 2
}

Entry 2:
{
  "formula": "C25H27Cl2N2O4SiTa",
  "method": "ωB97M-V/def2-TZVPD",
  "symbols": ["Ta", "O", "C", "C", "C", "C", "N", "C", "C", "C", "C", "C", "C", "O", "C", "C", "N", "H", "H", "H", "H", "H", "H", "H", "H", "H", "H", "H", "H", "Cl", "C", "C", "C", "C", "O", "C", "C", "O", "C", "H", "H", "H", "H", "Cl", "C", "H", "H", "C", "Si", "C", "C", "C", "C", "H", "H", "H", "H", "H", "H", "H", "H", "H"],
  "positions_angstrom": [[0.9857, -0.0307, -1.0836], [-2.0786, -2.5805, 4.9057], [-2.6497, -2.9351, 3.6683], [-1.8095, -2.3443, 2.5735], [-2.1551, -2.4938, 1.2382], [-1.3742, -1.9107, 0.2665], [-0.2651, -1.2021, 0.5498], [0.0934, -1.0904, 1.8433], [-0.6527, -1.6379, 2.8644], [1.3853, -0.4351, 2.0926], [1.8913, -0.2130, 3.3537], [3.1797, 0.2829, 3.5081], [3.7109, 0.5431, 4.9000], [3.3272, -0.4702, 5.8000], [3.9313, 0.5026, 2.3637], [3.3522, 0.2975, 1.1287], [2.0883, -0.1405, 0.9855], [-2.5981, -2.9546, 5.6257], [-3.6706, -2.5554, 3.5606], [-2.6870, -4.0202, 3.5280], [-3.0307, -3.0600, 0.9460], [-1.6323, -1.9947, -0.7742], [-0.3501, -1.5479, 3.8953], [1.3121, -0.4377, 4.2372], [3.2531, 1.4652, 5.2635], [4.7899, 0.7061, 4.8729], [3.9442, -1.2081, 5.7497], [4.9608, 0.8322, 2.4218], [3.9176, 0.4644, 0.2266], [1.6672, 7.4312, -0.6068], [1.3310, 5.7490, -0.6566], [0.0523, 5.2858, -0.3478], [-0.2461, 3.9316, -0.3889], [0.7483, 3.0494, -0.7324], [0.5179, 1.7099, -0.7845], [2.0260, 3.4876, -1.0468], [3.0461, 2.5439, -1.4342], [2.9317, 1.3081, -1.4875], [2.3185, 4.8535, -1.0090], [-0.7152, 5.9981, -0.0743], [-1.2401, 3.5678, -0.1663], [4.0203, 2.9645, -1.7049], [3.3139, 5.2026, -1.2586], [2.0849, -2.1710, -1.4032], [2.0868, -0.9501, -2.7411], [1.5872, -1.3588, -3.6085], [3.1111, -0.6547, -2.9360], [-4.6631, -0.6398, -2.9578], [-3.2175, -1.3912, -3.8325], [-3.1964, -3.2365, -3.6721], [-2.9846, -0.7972, -5.5619], [-1.6974, -0.8407, -2.8550], [-0.7130, -0.5156, -2.2020], [-5.5879, -0.8689, -3.4934], [-4.5729, 0.4469, -2.8971], [-4.7572, -1.0346, -1.9435], [-4.0402, -3.6694, -4.2164], [-3.2846, -3.5484, -2.6282], [-2.2807, -3.6654, -4.0845], [-3.8704, -1.0120, -6.1641], [-2.1297, -1.2883, -6.0312], [-2.8155, 0.2816, -5.5842]],
  "e_above_lowest_kj_mol": 62.5,
  "lumo_energy_ha": -0.248,
  "multiplicity": 1,
  "orbital_gap_ev": 7.73,
  "total_charge": 2
}

Entry 3:
{
  "formula": "C25H27HfI2N5O6P2S2",
  "method": "ωB97M-V/def2-TZVPD",
  "symbols": ["Hf", "I", "C", "I", "H", "H", "C", "C", "C", "C", "C", "C", "C", "C", "C", "S", "C", "N", "H", "H", "H", "H", "H", "H", "H", "H", "N", "C", "C", "P", "O", "O", "O", "P", "O", "O", "O", "H", "H", "H", "H", "H", "H", "H", "H", "N", "C", "C", "C", "C", "C", "C", "S", "N", "C", "C", "C", "C", "C", "C", "N", "H", "H", "H", "H", "H", "H", "H", "H", "H"],
  "positions_angstrom": [[0.4995, -0.4481, -0.0984], [1.6939, 4.8080, 1.0955], [0.8627, 5.9496, -0.5982], [-0.0689, 4.9581, -2.2796], [1.6626, 6.5393, -1.0036], [0.0770, 6.5941, -0.1804], [-3.2064, -0.9153, -0.4540], [-2.3684, -0.7438, -1.6585], [-2.8830, -1.1501, -2.9146], [-2.1447, -1.0501, -4.0890], [-0.9329, -0.3480, -4.0322], [-0.1682, -0.0350, -5.1979], [0.8725, 0.8854, -5.1478], [1.2747, 1.4464, -3.9228], [0.6246, 1.0997, -2.6931], [1.3667, 1.6672, -1.2437], [-0.5047, 0.2178, -2.7520], [-1.1456, -0.1772, -1.5782], [-2.6415, -1.4018, 0.3734], [-4.0910, -1.5152, -0.6796], [-3.5897, 0.0554, -0.0540], [-3.9371, -1.4497, -2.9712], [-2.5078, -1.4292, -5.0380], [-0.5424, -0.4320, -6.1426], [1.3914, 1.2195, -6.0390], [2.0779, 2.1847, -3.8524], [5.0618, -2.9431, 0.0419], [3.9166, -1.9147, -0.2575], [4.4795, -0.8627, -1.2097], [3.5053, -1.2194, 1.3712], [4.5768, -0.0046, 1.4498], [3.6233, -2.1287, 2.5060], [2.1544, -0.5076, 1.1105], [2.6136, -2.9720, -1.0238], [2.4149, -4.0412, 0.1732], [3.0833, -3.6444, -2.2762], [1.3332, -2.0624, -1.1144], [5.9399, -2.4171, 0.1255], [5.0877, -3.6169, -0.7160], [4.8418, -3.4379, 0.9240], [5.4638, -0.6382, -0.8267], [3.9265, 0.0499, -1.2068], [4.5177, -1.3198, -2.1876], [4.9117, 0.1124, 2.3658], [2.2527, -4.9078, -0.2352], [-2.2352, 0.9569, 2.9595], [-3.1424, 1.9676, 2.5316], [-4.2552, 2.2357, 3.4115], [-5.1865, 3.2071, 3.0300], [-5.0063, 3.8520, 1.8081], [-3.9063, 3.6560, 1.0335], [-2.9221, 2.7087, 1.3772], [-1.6484, 2.3355, 0.2250], [-0.8150, 0.9606, 1.0413], [-1.2995, 0.4327, 2.1565], [-0.7437, -0.8681, 2.6081], [-0.6182, -1.3216, 3.9207], [-0.2178, -2.6433, 4.1338], [-0.0360, -3.5187, 3.0786], [-0.0268, -2.9747, 1.8018], [-0.3806, -1.6924, 1.5378], [-2.3900, 0.5245, 3.8904], [-4.3621, 1.6779, 4.3027], [-6.0839, 3.3961, 3.6358], [-5.7033, 4.5843, 1.4492], [-3.7780, 4.2984, 0.1473], [-0.8056, -0.6766, 4.7657], [-0.2063, -3.0366, 5.1750], [0.1859, -4.5626, 3.1917], [0.2077, -3.5526, 0.9254]],
  "e_above_lowest_kj_mol": 0.0,
  "lumo_energy_ha": -0.236,
  "multiplicity": 1,
  "orbital_gap_ev": 6.19,
  "total_charge": 2
}

Entry 4:
{
  "formula": "C25H27N3O3S",
  "method": "ωB97M-V/def2-TZVPD",
  "symbols": ["C", "N", "C", "C", "N", "C", "O", "C", "C", "C", "C", "C", "N", "C", "C", "C", "C", "C", "C", "S", "O", "O", "C", "C", "C", "C", "C", "C", "C", "C", "C", "C", "H", "H", "H", "H", "H", "H", "H", "H", "H", "H", "H", "H", "H", "H", "H", "H", "H", "H", "H", "H", "H", "H", "H", "H", "H", "H", "H"],
  "positions_angstrom": [[-6.2365, -2.1481, -0.5304], [-5.6196, -1.3686, 0.5211], [-4.1731, -1.3369, 0.4711], [-3.6136, -0.4014, -0.6193], [-4.1725, 0.9201, -0.4501], [-3.4914, 2.0198, -0.0504], [-4.0504, 3.0487, 0.2873], [-1.9977, 1.9264, -0.0882], [-1.2715, 2.1321, 1.0768], [0.1113, 2.1009, 1.0504], [0.7888, 1.8907, -0.1420], [2.2918, 1.8407, -0.1831], [2.7487, 0.7399, -1.0089], [2.2785, -0.5564, -0.7398], [2.2409, -1.4776, -1.7841], [1.7873, -2.7636, -1.5606], [1.3452, -3.1443, -0.3039], [1.3691, -2.2279, 0.7323], [1.8375, -0.9430, 0.5232], [4.3578, 0.8742, -1.4838], [4.5900, 2.2545, -1.7868], [4.6329, -0.1038, -2.4892], [5.2076, 0.4335, 0.0282], [5.6235, 1.4292, 0.8900], [6.1872, 1.0761, 2.1057], [6.3152, -0.2623, 2.4434], [5.8907, -1.2520, 1.5698], [5.3294, -0.9039, 0.3523], [0.0602, 1.7205, -1.3135], [-1.3204, 1.7336, -1.2886], [-5.6224, 0.9329, -0.4354], [-6.1424, -0.0210, 0.6495], [-6.0732, -1.7594, -1.5448], [-5.8441, -3.1634, -0.4851], [-7.3095, -2.1866, -0.3473], [-3.7987, -2.3500, 0.3137], [-3.8190, -0.9834, 1.4452], [-2.5268, -0.3657, -0.5489], [-3.8895, -0.7784, -1.6113], [-1.7965, 2.3107, 2.0031], [0.6667, 2.2498, 1.9658], [2.7044, 1.7912, 0.8357], [2.6870, 2.7410, -0.6628], [2.5883, -1.1756, -2.7578], [1.7691, -3.4703, -2.3768], [0.9828, -4.1470, -0.1341], [1.0271, -2.5132, 1.7164], [1.8563, -0.2472, 1.3466], [5.5139, 2.4591, 0.5882], [6.5238, 1.8424, 2.7874], [6.7520, -0.5360, 3.3923], [5.9956, -2.2924, 1.8367], [4.9956, -1.6473, -0.3541], [0.5886, 1.5710, -2.2426], [-1.8797, 1.6051, -2.2039], [-5.9437, 1.9554, -0.2336], [-5.9880, 0.6270, -1.4218], [-7.2324, -0.0587, 0.6228], [-5.8323, 0.3590, 1.6280]],
  "smiles": "CN1CCN(C(=O)c2ccc(CN(c3ccccc3)S(=O)(=O)c3ccccc3)cc2)CC1",
  "e_above_lowest_kj_mol": 108.8,
  "lumo_energy_ha": 0.019,
  "multiplicity": 1,
  "orbital_gap_ev": 8.74,
  "total_charge": 0
}